The following is a quantum chemistry calculation of a single C9H10BBrN2O6 molecule at a distorted geometry, from the OMol25 dataset.

Last column: Löwdin charge in e.
Element x y z (Å)
O 1.785 2.391 2.206  0.14
C 0.459 1.237 -0.918  0.06
O -4.814 -1.264 -0.585  0.05
O 2.403 0.057 1.869  0.06
O 2.318 2.825 -1.331  -0.03
C -3.147 0.305 -1.802  0.02
C 1.778 1.675 -1.607  -0.66
H 4.048 -1.903 1.935  0.09
C -0.820 0.977 -1.607  0.10
C 2.173 -1.076 0.996  -0.22
C -0.991 0.594 0.999  -0.53
H 2.348 -0.758 -0.077  0.13
H 1.745 2.213 3.170  0.12
C -3.657 -1.150 -1.384  -0.43
N -1.928 0.576 -0.958  -0.13
H -2.936 0.390 -2.894  0.14
C 3.216 -2.260 1.258  -0.06
Br -1.164 0.323 2.952  0.78
B 1.569 1.145 1.587  -0.62
H -3.930 1.015 -1.422  0.14
O -3.090 -2.135 -1.759  0.15
H -0.856 1.122 -2.717  0.17
H 1.150 -1.543 1.130  0.12
C 0.340 0.988 0.546  0.01
H 3.639 -2.670 0.298  0.08
O 2.366 0.916 -2.401  0.00
H 2.664 -3.056 1.839  0.07
N -2.138 0.374 0.328  0.10
H -4.530 -1.309 0.350  0.12

Values from the calculation:
LUMO level in eV: -2.11
Multiplicity: 1
Relative energy (zero: lowest compared OMol25 entry of this formula, charge and spin) in kcal per mole: 45.4
Orbital gap in eV: 6.2

---

The following is a quantum chemistry calculation of a molecular structure, C39H60AsGe2NO2PtSi3, from the OMol25 dataset.

Last column: Löwdin spin population.
Element x y z (Å)
C 1.935 -4.806 -1.801  0.00
H 2.745 -5.084 -2.462  0.00
H 2.653 1.317 1.947  0.01
C -2.167 -1.953 4.556  0.00
C -3.300 -0.777 2.004  0.00
C 5.338 -0.028 -1.577  0.01
H 4.923 2.013 0.906  0.00
Pt 2.410 -0.920 0.266  0.69
C 1.842 3.855 -0.349  0.00
H 1.099 0.651 5.688  0.00
C -4.450 4.726 -0.080  0.00
O 0.921 -0.653 -1.348  0.11
H -6.585 4.902 0.015  0.00
H -1.657 2.808 -8.057  0.00
H -2.876 -0.130 1.236  0.00
Ge -2.087 2.017 -2.299  0.00
H -3.544 3.807 -6.814  0.00
C -4.893 2.657 -1.869  0.00
C -1.298 -0.866 -2.187  0.01
H -2.876 -0.025 -0.968  0.00
H -3.245 -0.133 -2.674  0.00
C -0.763 1.578 3.307  0.00
C 2.171 -3.915 -0.769  0.00
H -0.111 1.184 -4.421  0.00
H 0.476 -6.027 -2.803  0.00
C 3.102 -4.999 2.016  0.00
H 5.886 0.717 -2.152  0.00
C -2.711 -3.778 2.209  0.00
N 1.441 -2.620 1.178  0.02
H -0.932 -3.797 0.564  0.00
C -2.450 0.108 -1.964  0.00
H 3.910 -1.431 2.325  0.03
C -2.904 3.036 -4.917  0.00
C -0.272 -0.837 -1.091  0.01
C 1.411 4.259 -1.605  0.00
H -3.629 -3.934 2.783  0.00
C 0.024 2.282 -0.245  0.00
Si 2.363 -3.377 2.548  0.01
H 2.386 -5.649 1.512  0.00
H -2.053 -0.923 4.896  0.00
H -6.980 3.056 -1.583  0.00
C -3.582 3.004 -1.540  0.00
C -1.953 2.290 -4.224  0.00
H -2.365 4.336 -0.368  0.00
Si -2.093 -2.067 2.680  0.00
H -1.453 -2.581 5.088  0.00
C -0.361 -4.963 -1.141  0.00
H 1.736 -4.206 4.740  0.00
H -2.971 -3.863 1.153  0.00
Ge 0.092 -1.340 1.785  0.01
H -5.085 1.852 -2.571  0.00
C 0.289 3.671 -2.175  0.00
H -1.356 -5.369 -1.274  0.00
H 3.966 -4.876 1.362  0.00
H 1.942 5.038 -2.138  0.00
H -4.274 5.536 0.616  0.00
H 4.622 -2.724 3.288  0.00
H 2.709 4.321 0.102  0.00
C -0.124 -4.074 -0.098  0.00
H -4.161 -1.279 1.557  0.00
C -3.375 4.046 -0.638  0.00
H -0.492 2.597 3.026  0.00
H 3.157 -3.488 -0.629  0.00
H 2.732 0.599 -3.177  0.00
H -0.037 3.996 -3.157  0.00
H -0.521 1.523 0.313  0.00
H 0.055 1.493 -6.850  0.00
H 5.026 2.851 -0.660  0.00
C -5.747 4.371 -0.418  0.00
C 2.351 1.398 2.987  0.01
C 2.852 1.425 -2.478  0.00
Si 0.759 0.471 3.335  0.00
H 3.477 2.199 -2.920  0.00
H -1.197 1.616 4.309  0.00
H 1.859 -0.846 5.163  0.00
As 3.697 0.737 -0.885  0.03
C -0.779 1.923 -6.310  0.00
H -2.020 -4.583 2.463  0.00
H -3.734 3.485 -4.383  0.00
C -0.886 1.743 -4.939  0.00
H 1.873 1.828 -2.233  0.00
O -0.751 -1.029 0.099  0.00
H 1.480 2.543 1.310  0.00
C 0.663 -5.333 -1.994  0.00
H 3.541 2.957 0.313  0.00
C -5.969 3.334 -1.314  0.00
H -1.670 -1.896 -2.201  0.00
H -0.786 -0.692 -3.132  0.00
H 3.442 -5.510 2.921  0.00
C 1.140 -3.543 0.095  0.00
C 0.961 -0.236 5.059  0.00
H 0.110 -0.787 5.449  0.00
H -3.169 -2.275 4.852  0.00
C 4.366 2.312 0.020  0.01
C -2.799 3.222 -6.290  0.00
C -0.427 2.680 -1.502  0.00
H 5.954 -0.375 -0.749  0.00
C 1.150 2.860 0.328  0.00
H 5.094 -0.875 -2.216  0.00
H 0.619 -2.908 4.342  0.00
C -1.739 2.663 -6.987  0.00
H 0.435 -4.504 3.594  0.00
H 3.441 -1.636 4.013  0.00
H 3.156 0.996 3.605  0.00
H 2.241 2.457 3.238  0.00
C 3.695 -2.177 3.100  0.04
H -1.549 1.253 2.628  0.00
C 1.162 -3.757 3.924  0.00
H -3.671 -0.145 2.812  0.00

Values from the calculation:
LUMO level (spin up / spin down) in eV: -1.96 / -3.01
Multiplicity: 2
Relative energy (zero: lowest compared OMol25 entry of this formula, charge and spin) in kcal per mole: 0.0
Net charge: +1
Orbital gap (spin up / spin down) in eV: 8.4 / 7.6

---

The following is a quantum chemistry calculation of a molecular structure, C23H21BeN3O4, from the OMol25 dataset.

Last column: Löwdin charge in e.
Element x y z (Å)
C 2.490 4.745 -1.307  -0.05
H 1.942 0.803 -3.411  0.09
C -0.170 -2.279 0.392  -0.12
O -2.218 -2.690 1.515  0.08
H -4.362 1.242 -0.894  0.08
H -5.340 1.968 1.129  0.11
H 2.473 1.551 1.781  0.08
C 2.204 -2.868 -0.792  0.02
N -1.506 -0.506 1.117  0.06
C 2.784 -0.448 -0.840  -0.43
H 3.213 3.155 1.887  0.09
C 1.342 -3.901 -0.449  -0.01
C 2.687 3.760 -2.370  0.00
H -0.557 -0.242 3.683  0.08
C -3.553 0.793 1.045  -0.20
C -1.448 -1.848 1.086  -0.46
H -5.439 1.992 3.600  0.10
O 0.376 2.913 0.146  -0.06
H -1.664 -0.344 5.057  0.08
H 1.915 5.105 0.691  0.13
C 1.828 -1.569 -0.529  -0.13
C 2.597 2.437 -2.177  -0.18
O 3.923 -0.694 -1.186  0.09
C -3.659 0.816 3.829  -0.05
H 2.656 5.790 -1.537  0.11
Be -0.178 0.228 0.512  0.25
C 2.823 1.436 -3.272  -0.03
C -2.620 0.142 3.196  -0.20
H -2.599 1.367 -0.790  0.07
H -3.696 0.827 4.913  0.11
C 2.293 2.616 1.659  0.01
H 1.620 -4.929 -0.644  0.12
C -4.636 1.470 3.093  -0.09
O -0.192 1.696 0.531  -0.15
H -3.365 -0.220 -0.849  0.08
C -3.469 0.795 -0.458  -0.03
C 0.136 -3.603 0.159  0.03
H 3.167 -3.039 -1.249  0.13
C 2.320 1.969 -0.815  -0.10
C -2.583 0.136 1.800  -0.17
H 3.029 1.944 -4.212  0.08
C -4.578 1.458 1.709  -0.05
N 2.291 0.751 -0.467  0.20
H 2.929 4.125 -3.362  0.12
H 1.516 2.925 2.358  0.10
C 1.828 2.947 0.249  -0.42
H 3.659 0.780 -3.033  0.07
N 0.653 -1.273 0.050  0.16
C 2.100 4.380 -0.093  0.00
H -1.616 -1.642 3.856  0.08
H -0.576 -4.356 0.468  0.13
C -1.555 -0.560 3.995  -0.03

Values from the calculation:
LUMO level in eV: -1.11
Multiplicity: 1
Orbital gap in eV: 7.3

---

The following is a quantum chemistry calculation of a molecular structure, C54H49BrHfIN2O6P4Si at a distorted geometry, from the OMol25 dataset.

Last column: Löwdin charge in e.
Element x y z (Å)
H 1.346 -6.149 2.943  0.11
H -2.536 6.130 2.430  0.11
H -3.446 -0.608 3.276  0.11
O -4.499 -0.904 -0.312  -0.23
C 0.215 -4.350 2.673  -0.12
Br 1.789 1.351 -7.935  0.77
H -3.404 -2.937 0.688  0.07
C 1.130 5.663 -2.046  -0.06
H 6.063 -1.651 -2.946  0.12
H 2.831 1.383 1.856  -0.02
C 1.413 -5.479 0.910  -0.07
C -2.714 -2.587 2.882  -0.38
H 5.281 0.639 -3.382  0.12
H -5.000 2.055 -3.518  0.11
O -1.038 -2.762 -3.975  -0.28
C 2.004 2.011 2.185  -0.22
C -0.999 5.849 -3.130  -0.06
C 1.437 1.172 -6.083  -0.68
C -1.732 4.478 3.546  -0.06
C 0.681 4.546 -1.365  -0.11
H 2.418 -0.736 -5.897  0.11
P -1.179 -1.857 2.182  1.07
C 0.614 -0.162 6.093  -0.06
C -0.615 4.062 -1.557  -0.39
C -3.303 2.194 -2.220  -0.14
N 0.928 0.907 -3.367  0.03
C 5.353 -2.862 -1.341  -0.07
C -0.206 -3.375 1.778  -0.46
H 1.912 -0.896 -3.479  0.12
H 2.239 2.357 3.194  0.02
C 0.528 1.977 -4.048  -0.13
H -1.560 -0.450 -4.907  0.12
C 0.197 -3.473 0.446  -0.22
C -1.452 4.729 -2.446  -0.09
C 2.376 0.140 -0.772  -0.31
H -1.671 6.359 -3.809  0.11
H -3.996 -1.553 -4.326  0.10
H -6.102 -3.806 4.299  0.11
H -0.003 2.733 -3.488  0.08
H -2.299 -4.672 2.554  0.10
C 4.500 -2.916 -0.223  -0.14
C -0.806 2.655 2.238  -0.30
H 1.161 1.533 4.923  0.09
H -4.008 -3.627 -2.872  0.16
O -1.976 -0.325 -0.369  -0.52
I 2.634 -1.739 1.844  1.24
H 1.955 2.184 -1.224  0.05
H 0.640 7.190 -3.474  0.11
C -5.137 2.294 -0.153  -0.06
O -2.760 -2.741 -0.016  -0.21
H 1.035 0.245 7.003  0.11
H -0.113 -2.697 -0.252  0.03
H -0.853 2.721 4.381  0.09
C 1.870 0.050 -5.397  -0.09
H 2.133 6.031 -1.875  0.11
C -4.662 2.144 -2.492  -0.09
H -5.618 -1.387 4.172  0.11
H 0.388 3.046 -5.909  0.11
Hf 0.185 -0.167 -0.196  1.47
C 0.159 0.067 3.716  -0.34
C -0.015 -1.398 6.110  -0.06
H 3.851 2.541 -2.722  0.11
H -2.588 2.111 -3.033  0.10
H 1.300 -4.551 -1.034  0.12
P -1.048 2.549 -0.599  1.09
C 4.412 -0.711 -1.937  -0.17
C -4.882 -2.104 3.832  -0.06
C 2.626 1.348 -1.396  -0.17
H -5.020 -1.400 -2.863  0.10
C 0.997 -4.512 0.005  -0.08
H -3.923 -0.114 -3.291  0.05
C -2.851 2.368 -0.912  -0.36
C -0.548 -1.909 4.939  -0.09
C 0.746 2.160 -5.404  -0.09
H -1.951 4.914 4.513  0.11
H -2.082 5.105 0.251  0.11
C 3.410 -0.838 -0.932  -0.28
C 4.518 0.525 -2.622  -0.03
H 1.337 4.049 -0.658  0.09
C -3.669 -1.668 3.329  -0.09
C -5.157 -3.463 3.902  -0.07
C 1.590 -0.028 -4.044  -0.16
H -0.097 -1.959 7.031  0.11
C -0.440 -1.205 3.740  -0.40
H 6.070 -3.657 -1.498  0.11
C -1.793 4.583 1.154  -0.09
H -4.422 -5.442 3.524  0.11
H -2.469 4.399 -2.594  0.09
C -3.782 2.370 0.123  -0.08
C 0.293 6.315 -2.941  -0.07
C 3.710 1.566 -2.272  -0.07
P -1.235 -1.558 -3.111  0.39
H -6.645 2.168 -1.672  0.11
H -0.057 -4.291 3.718  0.10
H -1.075 -2.855 4.973  0.10
C -1.178 3.332 1.072  -0.39
H -5.844 2.305 0.666  0.11
C -3.011 -3.947 2.924  -0.10
Si 0.305 1.110 2.112  0.47
H -2.310 -3.575 -3.256  0.12
O -0.224 -1.365 -1.997  -0.43
O -1.379 -0.230 -3.980  -0.12
H 2.041 -6.295 0.580  0.11
C -4.219 -4.381 3.456  -0.07
C 1.017 -5.396 2.237  -0.07
C -2.961 -1.835 -2.439  -0.46
C 3.579 -1.924 -0.046  -0.56
H 1.983 2.894 1.542  0.02
C 5.335 -1.760 -2.151  -0.02
C -5.585 2.212 -1.461  -0.07
C 0.685 0.559 4.912  -0.11
N -3.088 -3.338 -2.551  0.16
C -2.059 5.160 2.382  -0.06
H -2.885 -3.754 -1.636  0.13
C -4.039 -1.192 -3.295  -0.07
P -3.128 -1.274 -0.669  0.39
H 4.596 -3.713 0.502  0.10
H -3.459 2.438 1.152  0.11
C -1.110 3.244 3.467  -0.08

Values from the calculation:
LUMO level in eV: -2.69
Multiplicity: 1
Net charge: +1
Orbital gap in eV: 7.3

---

The following is a quantum chemistry calculation of 2 unconnected molecules or ions with the total composition C4H9ClN3 at a distorted geometry, from the OMol25 dataset.

Last column: Löwdin charge in e.
Element x y z (Å)
H 2.519 0.086 2.226  0.10
H 4.009 -1.099 -0.436  0.09
H 0.820 1.924 -0.401  0.12
H 3.405 -1.639 0.952  0.14
Cl -1.457 0.186 -0.184  0.71
C 0.778 1.093 -1.120  -0.03
H -4.123 -0.964 -0.150  0.10
C -2.717 0.169 1.000  -0.57
N 2.020 0.506 1.423  0.20
C -3.943 -0.262 0.715  -0.03
N 1.593 0.174 -0.918  0.10
H -2.429 0.484 1.972  0.06
H 1.832 -0.489 -1.631  0.16
H -4.687 -0.222 1.405  0.03
H 0.288 1.277 -2.090  0.13
N 3.247 -1.054 0.134  0.16
C 2.343 -0.124 0.370  -0.46

Values from the calculation:
LUMO level in eV: -4.94
Multiplicity: 1
Relative energy (zero: lowest compared OMol25 entry of this formula, charge and spin) in kcal per mole: 28.7
Net charge: +1
Orbital gap in eV: 8.0

---

The following is a quantum chemistry calculation of a molecular structure, C25H34ClGeN3O4Ti at a distorted geometry, from the OMol25 dataset.

Last column: Löwdin spin population.
Element x y z (Å)
C -2.626 -2.722 3.079  0.00
C -1.583 1.845 -2.180  0.00
H -3.662 3.463 -1.180  0.00
O -2.527 -3.428 -3.824  0.00
H 0.383 -0.878 -4.871  0.00
H 1.067 2.448 -0.954  0.00
C 5.614 1.112 -1.080  0.00
H 0.634 1.828 -5.279  0.00
C -3.106 -1.512 2.574  0.00
H 6.075 2.101 -1.086  0.00
H 0.771 -3.954 1.260  0.00
H 0.945 -1.564 4.198  0.00
C 0.973 0.089 2.826  0.00
N -0.809 0.755 -2.454  0.00
C 0.502 0.233 5.311  0.00
H -3.069 -3.154 3.967  0.00
C -2.519 -0.990 1.451  0.00
H 0.617 -2.867 -0.125  0.00
H 2.318 -0.496 4.401  0.00
C 4.240 1.199 -0.440  0.00
C -3.455 2.566 -0.615  0.00
H -3.923 -1.002 3.062  0.00
O -1.050 -2.721 -2.066  -0.01
H -0.689 3.857 -4.726  0.00
C 0.729 -0.490 -3.911  0.00
H 0.848 1.263 5.397  0.00
H 3.848 0.143 -0.316  0.00
H 6.273 0.444 -0.528  0.00
C 1.242 -0.510 4.206  0.00
C -1.550 2.971 -2.963  0.00
H -5.027 2.907 0.802  0.00
H -0.574 0.255 5.124  0.00
C -0.044 0.746 -3.561  0.01
H 5.554 0.761 -2.110  0.00
C 1.899 1.980 -0.425  0.00
H 1.183 1.162 2.845  0.00
H 1.726 -1.687 1.753  0.00
C -0.729 2.982 -4.091  0.01
H 2.037 2.490 0.531  0.00
H -1.197 -4.301 2.807  0.00
C 0.062 -3.516 0.558  0.00
H 1.759 -0.884 -1.214  0.01
H -4.572 0.848 2.089  0.00
Ge 1.712 0.111 -0.024  0.03
C -3.970 1.090 1.226  0.00
H 4.313 1.605 0.573  0.00
C -2.452 1.696 -0.996  0.00
O -2.781 -1.371 -2.615  0.01
N -2.217 0.576 -0.284  0.00
C -1.587 -3.362 2.436  0.00
C -2.941 0.272 0.812  0.00
Ti -1.071 -0.937 -1.153  0.92
H 2.894 -0.397 1.953  0.00
C 3.202 1.987 -1.233  0.00
Cl -2.530 -2.822 -2.573  0.00
H 1.792 -0.271 -4.021  0.00
H 0.663 -0.249 6.273  0.00
N -1.495 -1.629 0.809  0.00
O -3.284 -3.450 -1.561  0.00
H 0.610 -1.300 -3.190  0.00
C 0.012 1.861 -4.394  0.00
C -4.222 2.249 0.499  0.00
C -1.034 -2.805 1.289  0.00
H 3.043 1.487 -2.195  0.00
C 1.829 -0.603 1.757  0.00
H 3.523 3.005 -1.456  0.00
H -2.155 3.833 -2.722  0.00
H -0.353 -4.331 -0.038  0.00
H -0.091 -0.019 2.589  0.00

Values from the calculation:
LUMO level (spin up / spin down) in eV: -11.58 / -11.62
Multiplicity: 2
Relative energy (zero: lowest compared OMol25 entry of this formula, charge and spin) in kcal per mole: 92.9
Net charge: +3
Orbital gap (spin up / spin down) in eV: 6.3 / 6.3

---

Number 1: energy -95477.43778 eV. Number 2: energy -247750.93724 eV. Number 3: energy -37254.17307 eV. Number 4: energy -196543.69094 eV. Number 5: energy -21277.57015 eV. Number 6: energy -131258.77778 eV.